25
Properties=species:S:1:pos:R:3:lowdin_charge:R:1 method="wB97M-V/def2-TZVPD" largest_force_ev_per_a=0.718 relative_energy_kj_mol=5.63 homo_ha=-0.4641 charge=+1 e_lumo_ha=-0.107 e_tot_ev=-10378.116
N -1.55 0.60 0.01 0.134
C -1.11 0.99 -1.37 -0.165
C -2.04 0.44 -2.42 -0.286
N -1.64 0.99 -3.71 0.008
H -2.37 1.14 0.28 0.161
H -1.81 -0.38 0.08 0.156
H -0.75 0.78 0.76 0.087
H -1.07 2.07 -1.39 0.136
H -0.10 0.60 -1.50 0.125
H -2.06 -0.66 -2.37 0.119
H -3.08 0.74 -2.25 0.122
H -0.73 0.62 -3.97 0.078
H -2.26 0.62 -4.43 0.082
C 1.97 -1.15 2.32 -0.299
C 1.31 -0.28 1.26 -0.263
N 0.48 0.83 1.81 -0.003
N 2.57 -2.29 1.65 0.001
H 2.65 -0.54 2.93 0.117
H 1.21 -1.49 3.03 0.115
H 2.06 0.12 0.57 0.121
H 0.72 -0.96 0.63 0.101
H 1.10 1.61 1.97 0.104
H 0.19 0.55 2.74 0.097
H 3.35 -1.97 1.09 0.075
H 2.95 -2.99 2.28 0.078